Entry 1:
Molecular formula: C3H9N2
Method: DFT, ωB97M-V/def2-TZVPD

```
14
C3H9N2, DFT ωB97M-V/def2-TZVPD
N 1.65888 -0.45249 0.08101
N -2.06663 -0.54601 0.01138
C 0.40785 -0.04623 -0.53050
C -0.15746 1.24149 0.04953
C -0.80084 -0.06118 0.33877
H 2.40521 0.08323 -0.19765
H -0.40994 -0.54682 1.64704
H 0.49931 1.67428 0.77491
H 1.99094 -1.32780 -0.14729
H -2.76198 0.15138 -0.37714
H -0.77603 1.92656 -0.48892
H 0.31624 -0.47449 -1.55523
H -1.86610 -1.22319 -0.72868
H 1.56058 -0.39871 1.12278
```

Summary:
* highest occupied orbital energy: -13.7 eV
* relative energy (zero: lowest compared OMol25 entry of this formula, charge and spin): 77.9 kcal per mole
* frontier orbital gap: 10.052 eV
* calculated total energy: -228.862602 a.u.
* LUMO level: -3.65 eV
* net charge: +1
* M: 73.12 g mol⁻¹

***

Entry 2:
Molecular formula: C3H9N2
Method: DFT, ωB97M-V/def2-TZVPD

```
14
C3H9N2, DFT ωB97M-V/def2-TZVPD
N -1.21565 0.38894 0.80534
N -0.29468 1.11989 -1.40994
C 0.87057 -0.80157 -0.50703
C 1.33095 -1.46297 0.55877
C 0.14925 0.53586 -0.30103
H 0.97057 1.18302 0.63626
H 1.36584 -0.88250 1.48883
H -0.74053 2.00329 -1.13028
H -1.47351 1.21317 1.32348
H -2.10221 0.06744 0.29507
H 2.02115 -2.32574 0.47915
H 0.65523 -1.26339 -1.43663
H -1.07640 -0.34629 1.43124
H -0.46059 0.57083 -2.23322
```

Summary:
* highest occupied orbital energy: -14.7 eV
* relative energy (zero: lowest compared OMol25 entry of this formula, charge and spin): 68.6 kcal per mole
* frontier orbital gap: 11.077 eV
* calculated total energy: -228.877454 a.u.
* LUMO level: -3.62 eV
* net charge: +1
* M: 73.12 g mol⁻¹

***

Entry 3:
Molecular formula: C3H9N2
Method: DFT, ωB97M-V/def2-TZVPD

```
14
C3H9N2, DFT ωB97M-V/def2-TZVPD
N 0.67957 1.20214 0.86680
N 0.23148 -2.09127 -0.34781
C -1.15934 0.84350 -0.80063
C -0.17923 0.17746 0.21654
C 0.33468 -1.11545 0.57646
H -2.21191 0.78456 -0.55943
H 0.71619 1.91076 0.23476
H 0.86050 -1.26300 1.52136
H 1.69283 0.80424 0.96795
H 0.68647 -2.98405 -0.33335
H -0.87016 1.80947 -0.95661
H 0.37711 1.57275 1.70132
H -0.11721 -1.94352 -1.29287
H -1.04098 0.29241 -1.79448
```

Summary:
* highest occupied orbital energy: -12.4 eV
* relative energy (zero: lowest compared OMol25 entry of this formula, charge and spin): 55.4 kcal per mole
* SMILES: C/C([NH3+])=C\N
* frontier orbital gap: 8.795 eV
* calculated total energy: -228.898494 a.u.
* LUMO level: -3.59 eV
* net charge: +1
* M: 73.12 g mol⁻¹

***

What did the first record say?
Molecular formula: C3H9N2
Method: DFT, ωB97M-V/def2-TZVPD

```
14
C3H9N2, DFT ωB97M-V/def2-TZVPD
N 1.65888 -0.45249 0.08101
N -2.06663 -0.54601 0.01138
C 0.40785 -0.04623 -0.53050
C -0.15746 1.24149 0.04953
C -0.80084 -0.06118 0.33877
H 2.40521 0.08323 -0.19765
H -0.40994 -0.54682 1.64704
H 0.49931 1.67428 0.77491
H 1.99094 -1.32780 -0.14729
H -2.76198 0.15138 -0.37714
H -0.77603 1.92656 -0.48892
H 0.31624 -0.47449 -1.55523
H -1.86610 -1.22319 -0.72868
H 1.56058 -0.39871 1.12278
```

Summary:
* highest occupied orbital energy: -13.7 eV
* relative energy (zero: lowest compared OMol25 entry of this formula, charge and spin): 77.9 kcal per mole
* frontier orbital gap: 10.052 eV
* calculated total energy: -228.862602 a.u.
* LUMO level: -3.65 eV
* net charge: +1
* M: 73.12 g mol⁻¹

***

Q: What is the frontier orbital gap in the second record?
A: 11.077 eV

***

Q: What is the formula in the second record?
A: C3H9N2

***

What did the first record say?
Molecular formula: C3H9N2
Method: DFT, ωB97M-V/def2-TZVPD

```
14
C3H9N2, DFT ωB97M-V/def2-TZVPD
N 1.65888 -0.45249 0.08101
N -2.06663 -0.54601 0.01138
C 0.40785 -0.04623 -0.53050
C -0.15746 1.24149 0.04953
C -0.80084 -0.06118 0.33877
H 2.40521 0.08323 -0.19765
H -0.40994 -0.54682 1.64704
H 0.49931 1.67428 0.77491
H 1.99094 -1.32780 -0.14729
H -2.76198 0.15138 -0.37714
H -0.77603 1.92656 -0.48892
H 0.31624 -0.47449 -1.55523
H -1.86610 -1.22319 -0.72868
H 1.56058 -0.39871 1.12278
```

Summary:
* highest occupied orbital energy: -13.7 eV
* relative energy (zero: lowest compared OMol25 entry of this formula, charge and spin): 77.9 kcal per mole
* frontier orbital gap: 10.052 eV
* calculated total energy: -228.862602 a.u.
* LUMO level: -3.65 eV
* net charge: +1
* M: 73.12 g mol⁻¹